{
  "formula": "C4H11NS2",
  "method": "ωB97M-V/def2-TZVPD",
  "smiles": "CCNCCSS",
  "energy_ev": -27486.486,
  "de_lowest_kcal_mol": 18.0,
  "fmax_ha_per_bohr": 0.0437,
  "elements": ["C", "C", "N", "C", "C", "S", "S", "H", "H", "H", "H", "H", "H", "H", "H", "H", "H", "H"],
  "positions_angstrom": [[-1.274250, -1.341856, -2.003608], [-0.692995, -0.112808, -1.316176], [-0.652003, -0.074102, 0.128837], [-0.156792, 1.090678, 0.803470], [0.522957, 0.668812, 2.161158], [1.587537, -0.776155, 2.016866], [3.276234, 0.003349, 1.151537], [-2.333525, -1.453629, -1.740830], [-1.284539, -1.232130, -3.083072], [-0.697310, -2.192385, -1.641724], [0.344707, -0.027534, -1.666374], [-1.161180, 0.805818, -1.722978], [-1.536972, -0.374533, 0.521614], [-0.734759, 2.007019, 0.999160], [0.654571, 1.429563, 0.145092], [-0.219276, 0.487956, 2.940006], [1.216594, 1.452650, 2.460478], [3.141005, -0.360714, -0.153458]],
  "forces_ev_per_angstrom": [[-0.53, 0.32, 1.31], [0.68, 1.63, -1.11], [-1.72, -0.84, 0.43], [2.21, -0.36, 0.22], [-0.04, 0.71, -1.28], [0.17, -0.46, 0.06], [0.05, -0.05, -0.19], [0.16, -0.23, 0.19], [0.49, -0.03, -0.08], [-0.23, -0.31, -0.39], [0.05, -0.01, 0.13], [-0.18, -0.24, 0.01], [-0.01, -0.09, -0.06], [-0.71, -0.47, -0.25], [0.11, 0.19, 0.26], [0.13, -0.15, 0.04], [-0.38, 0.29, 0.30], [-0.25, 0.10, 0.41]],
  "lowdin_charge": [-0.0919, -0.3147, -0.1248, -0.3033, -0.5555, 0.4111, 0.3014, 0.0696, 0.0695, 0.0746, 0.1068, 0.1111, 0.1175, 0.1129, 0.0955, 0.0675, 0.0453, -0.1925]
}

---

{
  "formula": "C18H24BClF10N3O9PS2",
  "method": "ωB97M-V/def2-TZVPD",
  "smiles": "CCOB(O)[C@@]1(P(=O)(O)O)OC(=O)[C@@](Cl)(S(=O)(=O)F)[C@@]1(N)CCC(F)(F)C(F)(F)S(F)(F)(F)(F)F.c1cc[nH]c1.c1cc[nH]c1",
  "energy_ev": -113275.062,
  "fmax_ha_per_bohr": 0.1918,
  "elements": ["C", "C", "O", "B", "O", "C", "P", "O", "O", "O", "O", "C", "O", "C", "Cl", "S", "O", "O", "F", "C", "N", "C", "C", "C", "F", "F", "C", "F", "F", "S", "F", "F", "F", "F", "F", "H", "H", "H", "H", "H", "H", "H", "H", "H", "H", "H", "H", "H", "H", "C", "C", "C", "N", "C", "H", "H", "H", "H", "H", "C", "C", "C", "N", "C", "H", "H", "H", "H", "H"],
  "positions_angstrom": [[4.892009, 2.891878, 2.995290], [3.319736, 3.184380, 2.569642], [2.597400, 1.952388, 2.213997], [2.649811, 1.672222, 0.766487], [3.950550, 1.939199, 0.058745], [1.436284, 1.054741, -0.160808], [1.189230, 2.490365, -1.442700], [-0.310105, 2.674194, -1.906680], [2.161643, 2.095067, -2.845434], [1.654206, 4.030204, -0.698442], [2.104170, -0.166402, -0.722535], [1.933325, -1.185276, 0.365480], [2.876309, -2.135474, 0.462925], [0.595704, -0.904899, 1.300129], [-0.375154, -2.475199, 1.149629], [1.191800, -0.937215, 3.069979], [0.835976, -2.371510, 3.626248], [0.502388, 0.063212, 4.026789], [2.936158, -0.860035, 3.169283], [0.066734, 0.477630, 0.606658], [-0.846366, 0.000471, -0.501535], [-0.773303, 1.585253, 1.493125], [-2.058755, 0.974922, 2.303888], [-3.521653, 1.229794, 1.531971], [-3.297075, 1.655137, 0.132909], [-4.132215, -0.151351, 1.460872], [-4.347714, 2.274877, 2.471685], [-3.512945, 3.419731, 2.998267], [-4.776616, 1.522564, 3.698008], [-5.871437, 3.047712, 1.732550], [-5.720879, 4.355544, 2.872552], [-5.011287, 3.992705, 0.591630], [-6.180753, 1.768533, 0.645774], [-6.846247, 2.183026, 2.899758], [-7.314829, 3.797092, 1.175768], [5.056351, 1.755689, 3.320685], [5.563792, 3.039209, 2.027226], [5.246691, 3.643025, 3.821921], [3.196618, 3.961429, 1.703190], [2.781948, 3.630116, 3.520324], [4.011203, 2.905364, -0.205854], [2.563382, 2.988805, -3.112611], [1.005461, 4.126992, 0.073851], [-1.758206, -0.367412, -0.153158], [-0.413894, -0.734610, -1.102414], [-1.020873, 2.563604, 0.854799], [-0.010200, 1.971367, 2.325952], [-1.872815, -0.201472, 2.383547], [-2.048985, 1.367146, 3.406653], [3.233311, -5.794805, -2.869175], [2.804426, -5.277521, -4.114854], [2.635195, -3.919920, -3.959239], [2.942339, -3.600735, -2.662132], [3.313454, -4.736891, -1.991340], [3.460470, -6.827354, -2.637722], [2.637658, -5.835184, -5.027369], [2.322073, -3.155932, -4.658269], [2.902294, -2.671989, -2.262808], [3.600493, -4.695680, -0.949168], [-2.167001, -4.089115, -3.319068], [-3.100696, -3.338323, -4.072570], [-3.071596, -2.047678, -3.593692], [-2.156575, -1.994579, -2.574564], [-1.595921, -3.233524, -2.403627], [-1.935208, -5.140150, -3.432764], [-3.726426, -3.700028, -4.878246], [-3.623166, -1.165188, -3.889236], [-1.929926, -1.169944, -2.033972], [-0.841773, -3.400194, -1.646200]],
  "forces_ev_per_angstrom": [[0.17, -0.18, -1.22], [0.87, 0.75, 1.57], [-0.17, 0.32, -3.92], [2.83, 1.38, 1.89], [-3.29, 1.10, 0.84], [0.57, -0.39, 1.61], [-5.19, 1.00, -3.63], [5.37, -0.73, 2.07], [-0.57, 3.09, 3.42], [-0.74, -3.37, 0.28], [-1.85, -1.42, 3.32], [6.03, -3.80, -1.31], [-7.08, 6.45, -0.53], [2.35, -0.35, -2.09], [0.62, 2.04, -0.09], [-2.41, -4.12, 8.63], [2.36, 5.58, -2.91], [3.13, -2.07, -4.51], [-3.70, 0.41, -0.81], [-1.91, 0.31, -1.75], [0.56, -0.22, 0.68], [1.51, 0.94, 1.15], [0.64, -0.82, -0.53], [2.43, -2.31, -0.64], [-1.20, -0.95, 4.35], [1.05, 4.50, 0.14], [1.38, -0.41, 3.66], [-2.16, -4.19, -2.23], [2.08, 2.35, -4.11], [-4.88, 2.40, 0.21], [-0.63, -2.66, -2.39], [-1.48, -2.51, 2.29], [1.28, 2.71, 2.03], [1.59, 2.08, -2.73], [3.09, -1.61, 1.06], [-0.64, 2.64, -0.52], [-1.34, -0.28, 2.15], [-0.77, -1.57, -1.58], [0.51, -1.37, 1.64], [0.88, -1.05, -2.01], [0.00, -1.65, 0.51], [-0.62, -1.76, 0.19], [1.01, -0.03, -1.57], [1.15, 0.46, -0.06], [-0.15, 0.87, 0.88], [0.36, -2.57, 0.97], [-1.66, -0.97, -1.71], [-0.87, 2.54, -0.21], [-0.29, -0.60, -2.31], [0.10, 0.08, 0.38], [-0.11, 0.32, -0.25], [-0.05, -0.03, -0.08], [-0.01, -0.01, -0.03], [-0.01, -0.09, 0.10], [-0.03, 0.18, -0.02], [0.02, 0.12, 0.15], [0.03, -0.16, 0.10], [0.10, -0.35, -0.10], [-0.06, -0.01, -0.18], [0.30, -0.02, 0.30], [-0.15, 0.38, -0.03], [-0.12, 0.00, -0.09], [-0.02, 0.06, -0.01], [0.02, -0.19, 0.02], [0.00, 0.20, 0.03], [0.11, 0.08, 0.14], [0.09, -0.17, 0.04], [-0.31, -0.29, -0.52], [-0.09, -0.05, -0.15]],
  "lowdin_charge": [-0.0772, -0.2062, -0.0547, -0.4494, 0.0478, -0.2172, 0.8106, -0.3392, -0.1648, -0.2036, -0.0214, -0.2371, 0.0512, -0.5764, 0.7733, 0.9022, -0.3853, -0.3073, -0.2187, -0.3378, 0.0451, -0.0854, -0.0495, -0.1958, 0.0153, -0.0070, -0.2172, 0.0039, 0.0184, 1.0874, -0.2038, -0.1766, -0.1726, -0.2062, -0.1799, 0.1092, 0.0853, 0.0850, 0.1208, 0.1415, 0.1136, 0.1076, 0.1011, 0.0780, 0.0789, 0.1444, 0.1279, 0.1332, 0.1423, -0.1176, -0.1195, -0.1439, 0.0039, -0.1435, 0.0897, 0.0896, 0.1049, 0.1273, 0.1032, -0.1068, -0.1103, -0.1319, 0.0020, -0.1497, 0.0948, 0.0927, 0.1086, 0.0955, 0.0771]
}

---

{
  "formula": "C3H11N2O2",
  "method": "ωB97M-V/def2-TZVPD",
  "charge": -1,
  "energy_ev": -10364.485,
  "de_lowest_kcal_mol": 7.5,
  "fmax_ha_per_bohr": 0.0149,
  "elements": ["N", "C", "O", "H", "H", "H", "H", "H", "C", "N", "C", "O", "H", "H", "H", "H", "H", "H"],
  "positions_angstrom": [[-0.796041, 1.365747, 2.371742], [-0.269924, 2.029075, 1.195761], [-0.846132, 1.641759, -0.017359], [-1.802101, 1.463000, 2.386209], [-0.618485, 0.367530, 2.293709], [-0.437571, 3.102885, 1.308237], [0.808490, 1.838345, 1.167187], [-0.321886, 0.836768, -0.361012], [0.986119, -0.861993, -2.045096], [0.611247, -0.581178, -0.651397], [-0.329861, -1.723258, -0.165638], [0.311532, -2.846108, 0.071067], [1.177796, -1.933129, -2.175082], [1.892860, -0.310529, -2.309459], [0.173228, -0.552706, -2.702752], [1.424679, -0.810197, -0.099682], [-1.103737, -1.761006, -0.976250], [-0.860213, -1.265006, 0.709814]],
  "forces_ev_per_angstrom": [[0.15, -0.16, 0.23], [0.03, -0.10, -0.23], [0.13, -0.25, -0.37], [-0.14, 0.05, -0.07], [0.00, 0.07, -0.03], [0.03, 0.05, 0.06], [0.04, 0.07, 0.09], [-0.17, 0.34, 0.34], [0.11, 0.02, 0.39], [-0.57, -0.34, -0.37], [0.13, 0.05, -0.01], [-0.05, 0.05, -0.02], [-0.03, 0.00, -0.07], [-0.07, 0.05, -0.11], [0.03, 0.02, -0.08], [0.32, 0.09, 0.28], [-0.03, 0.03, -0.05], [0.10, -0.02, 0.04]],
  "lowdin_charge": [0.0011, -0.4141, -0.1376, 0.0521, 0.0451, 0.0937, 0.1003, 0.0336, -0.1650, -0.1473, -0.5648, -0.3141, 0.0645, 0.0579, 0.0618, 0.0810, 0.0844, 0.0676]
}

---

{
  "formula": "C3HN3O",
  "method": "ωB97M-V/def2-TZVPD",
  "smiles": "N#CC(C#N)=NO",
  "energy_ev": -9640.831,
  "de_lowest_kcal_mol": 45.8,
  "fmax_ha_per_bohr": 0.1484,
  "elements": ["N", "C", "C", "C", "N", "N", "O", "H"],
  "positions_angstrom": [[-2.849760, -0.459513, 0.046376], [-1.725765, -0.377713, -0.106188], [-0.360516, -0.286602, -0.212767], [0.675784, -1.223984, -0.023620], [1.667098, -1.922004, 0.009674], [-0.031020, 0.973353, -0.007483], [1.293676, 1.173538, -0.090740], [1.330504, 2.122928, 0.384747]],
  "forces_ev_per_angstrom": [[-1.37, -0.04, 0.04], [-1.43, -1.47, -0.01], [2.34, 3.27, 1.46], [5.64, -5.08, -0.83], [-5.51, 3.76, 0.05], [-0.16, -1.09, -1.26], [0.03, 3.57, 2.36], [0.46, -2.93, -1.81]],
  "lowdin_charge": [0.2000, -0.2012, -0.2880, -0.1288, 0.1902, 0.0537, -0.0253, 0.1993]
}